Entry 1:
{"formula": "C4H9NO", "method": "wB97M-V/def2-TZVPD", "species": ["C", "C", "N", "C", "C", "O", "H", "H", "H", "H", "H", "H", "H", "H", "H"], "coordinates": [[0.550199, -0.730967, -1.632354], [0.642922, -0.873691, -0.110709], [-0.172549, 0.159480, 0.605123], [0.199516, 1.519531, 1.047077], [-1.473734, -0.225000, 0.706421], [-1.885614, -1.303233, 0.320867], [-0.479344, -0.900253, -1.969495], [0.859825, 0.272577, -1.930875], [1.185518, -1.457244, -2.157035], [0.239492, -1.866557, 0.141137], [1.672083, -0.856061, 0.252473], [0.944506, 1.542491, 1.854365], [-0.692004, 2.018195, 1.461176], [0.554919, 2.180071, 0.243986], [-2.145735, 0.520661, 1.167844]], "forces_ev_per_a": [[0.0, 0.2, 0.0], [0.2, 0.3, 0.1], [-0.3, -0.3, -0.1], [0.1, -0.1, -0.1], [-0.1, -0.1, 0.0], [-0.3, 0.2, 0.1], [0.2, 0.1, 0.2], [0.0, 0.0, -0.1], [-0.1, 0.1, 0.3], [0.1, 0.6, 0.2], [0.0, 0.3, -0.1], [0.0, -0.4, -0.3], [0.2, -0.4, -0.2], [0.0, -0.4, 0.0], [0.2, 0.0, 0.0]], "nbo_charge": [-0.620, -0.224, -0.444, -0.404, 0.526, -0.627, 0.225, 0.199, 0.215, 0.239, 0.195, 0.200, 0.212, 0.198, 0.111], "smiles": "CCN(C)C=O", "de_lowest_ev": 0.919, "multiplicity": 1, "homo_lumo_gap_ha": 0.378, "charge": 0, "energy_ev": -7831.4012}


Entry 2:
{"formula": "C4H9NO", "method": "wB97M-V/def2-TZVPD", "species": ["C", "C", "N", "C", "C", "O", "H", "H", "H", "H", "H", "H", "H", "H", "H"], "coordinates": [[0.081498, 0.669327, 1.861765], [-0.714668, 0.091721, 0.676118], [0.091575, -0.199386, -0.529239], [-0.612619, -0.267665, -1.798331], [1.416367, -0.516550, -0.511631], [2.142429, -0.638575, 0.457700], [-0.170438, 1.714245, 2.060890], [1.144230, 0.590093, 1.645191], [-0.086612, 0.090291, 2.774951], [-1.482969, 0.808335, 0.358259], [-1.251267, -0.820391, 0.974154], [-1.063323, 0.697213, -2.058368], [-1.403512, -1.029007, -1.784008], [0.089095, -0.538753, -2.594142], [1.820215, -0.650898, -1.533308]], "forces_ev_per_a": [[0.1, 0.0, 0.0], [0.0, 0.0, -0.1], [0.2, 0.0, 0.1], [-0.1, 0.0, -0.1], [0.1, 0.0, 0.1], [-0.1, -0.2, -0.4], [-0.1, -0.2, -0.1], [-0.2, 0.2, 0.2], [-0.1, 0.1, -0.2], [0.1, -0.2, 0.0], [0.1, 0.1, -0.1], [0.0, -0.1, 0.1], [0.1, 0.1, 0.1], [-0.1, 0.1, 0.2], [-0.1, 0.0, 0.0]], "nbo_charge": [-0.645, -0.209, -0.435, -0.399, 0.536, -0.622, 0.204, 0.265, 0.215, 0.196, 0.190, 0.195, 0.195, 0.211, 0.104], "smiles": "CCN(C)C=O", "de_lowest_ev": 1.039, "multiplicity": 1, "homo_lumo_gap_ha": 0.377, "charge": 0, "energy_ev": -7831.2811}


Entry 3:
{"formula": "C4H9NO", "method": "wB97M-V/def2-TZVPD", "species": ["C", "C", "N", "C", "C", "O", "H", "H", "H", "H", "H", "H", "H", "H", "H"], "coordinates": [[-1.555841, 0.717038, 0.317825], [-0.785829, -0.044877, -0.716561], [0.487419, 0.361733, -1.298534], [0.456677, -0.791552, -0.404711], [1.323905, -0.584938, 0.833030], [1.334153, 0.760745, 1.252947], [-2.350358, 0.048881, 0.675166], [-0.909023, 0.964359, 1.160060], [-2.015442, 1.616252, -0.094235], [-1.417866, -0.570051, -1.438564], [0.552299, 0.163478, -2.291544], [0.269192, -1.808831, -0.723539], [2.362958, -0.915653, 0.645018], [0.938251, -1.198098, 1.652715], [1.309510, 1.281517, 0.430932]], "forces_ev_per_a": [[0.0, 0.2, 0.0], [-0.3, -0.1, 0.1], [0.0, 0.1, -0.2], [-0.3, -0.1, 0.3], [-0.2, -0.3, 0.0], [0.1, 0.1, -0.2], [0.1, 0.2, 0.0], [-0.2, 0.2, -0.1], [0.0, 0.0, 0.1], [0.0, 0.0, 0.3], [0.0, -0.1, 0.2], [1.1, -0.2, -0.5], [-0.4, 0.0, -0.2], [0.0, 0.1, 0.0], [0.1, -0.1, 0.2]], "nbo_charge": [-0.638, -0.057, -0.628, -0.126, -0.070, -0.727, 0.213, 0.242, 0.211, 0.180, 0.369, 0.201, 0.167, 0.178, 0.485], "smiles": "C[C@H]1N[C@H]1CO", "de_lowest_ev": 2.223, "multiplicity": 1, "homo_lumo_gap_ha": 0.393, "charge": 0, "energy_ev": -7830.0967}


Entry 4:
{"formula": "C4H9NO", "method": "wB97M-V/def2-TZVPD", "species": ["C", "C", "O", "C", "C", "N", "H", "H", "H", "H", "H", "H", "H", "H", "H"], "coordinates": [[0.886846, -0.678609, -0.823101], [0.642173, -1.187128, 0.548723], [-0.691139, -1.020734, 1.019993], [-1.097995, 0.343727, 0.896815], [-0.813764, 0.943683, -0.507003], [0.535695, 0.692005, -0.968532], [0.315786, -1.110099, -1.735008], [2.020342, -0.738161, -0.938292], [0.850563, -2.282150, 0.531271], [1.413903, -0.667486, 1.260789], [-2.142794, 0.414287, 1.296349], [-0.521672, 1.055556, 1.526430], [-0.830246, 2.113322, -0.373625], [-1.684895, 0.748502, -1.311026], [1.117196, 1.373285, -0.423784]], "forces_ev_per_a": [[1.3, 0.1, -2.0], [0.6, -1.1, 1.4], [0.4, 0.8, -0.3], [-0.2, 0.7, 0.1], [-2.6, 2.4, -0.8], [0.0, 2.5, 0.6], [1.0, -0.4, 1.8], [-1.4, -0.3, -0.5], [-0.2, 0.7, 0.4], [-1.3, -0.8, -1.0], [0.7, -0.2, -0.9], [0.2, -0.8, 0.4], [-0.4, -2.1, -0.2], [2.1, -0.1, 1.6], [-0.3, -1.3, -0.7]], "nbo_charge": [-0.261, -0.093, -0.522, -0.104, -0.252, -0.630, 0.209, 0.205, 0.199, 0.157, 0.203, 0.150, 0.198, 0.191, 0.351], "smiles": "C1COCCN1", "de_lowest_ev": 2.446, "multiplicity": 1, "homo_lumo_gap_ha": 0.358, "charge": 0, "energy_ev": -7829.8740}